This record from OMol25 describes 14 unconnected molecules or ions with the total composition H28O14 at a distorted geometry. The level of theory is ωB97M-V/def2-TZVPD.

Properties
Highest occupied orbital energy = -9.636 eV
E_LUMO = -0.90 eV
Orbital gap = 8.74 eV

```
! RIJCOSX wB97M-V def2-TZVPD def2/J DEFGRID3
* xyz 0 1
O 0.03 0.51 -2.92
H -0.24 0.90 -3.73
H 0.17 1.30 -2.46
O -0.12 2.65 -1.16
H -0.66 3.25 -0.63
H 0.35 2.08 -0.56
O 1.56 -1.88 -1.29
H 2.23 -2.55 -1.15
H 1.85 -1.22 -1.89
O -0.18 -2.19 -3.52
H 0.14 -1.58 -2.83
H 0.29 -2.97 -3.26
O 2.25 0.91 -0.56
H 2.45 1.26 -1.41
H 2.22 1.61 0.12
O -1.10 -3.04 -0.70
H -0.46 -2.36 -0.89
H -1.68 -2.78 0.02
O 2.94 -0.62 1.51
H 2.61 -0.14 0.73
H 3.85 -0.58 1.33
O -0.45 -0.18 -0.01
H -0.09 -0.32 0.83
H 0.16 -0.34 -0.67
O 1.20 2.33 1.44
H 1.19 1.66 2.14
H 1.06 3.17 1.89
O 0.47 0.71 3.54
H 1.26 0.97 3.98
H -0.11 1.44 3.64
O -0.54 -1.35 2.48
H -0.02 -0.64 2.87
H 0.16 -1.96 2.30
O -2.54 0.56 -2.00
H -2.48 0.41 -1.05
H -1.59 0.60 -2.19
O -2.40 1.16 1.10
H -1.93 1.52 1.88
H -1.74 0.68 0.65
O -3.28 -1.37 0.69
H -2.71 -0.69 1.08
H -4.10 -0.88 0.66
*
```